Below is the ion C7H6N5O7S with charge -1 at a distorted geometry, with properties calculated with ωB97M-V with the def2-TZVPD basis set.

The geometry in ORCA input format:
```
! RIJCOSX wB97M-V def2-TZVPD def2/J DEFGRID3
* xyz -1 1
O -1.4657 -2.9998 -1.8102
N -0.4355 -2.3183 -1.9499
O 0.1242 -2.1777 -3.0601
C 0.1683 -1.6734 -0.7985
C 1.4220 -1.0591 -0.9002
C 2.1232 -0.6341 0.2698
N 3.2648 0.2081 0.0975
O 3.7014 0.4117 -1.0601
O 3.7650 0.7465 1.1430
C 1.5088 -0.8588 1.6054
C 0.1677 -1.1660 1.6238
N -0.6133 -1.3184 2.7219
O -1.7730 -1.8895 2.2389
N -1.6850 -2.1750 0.8708
C -0.4780 -1.6841 0.4830
H 1.8905 -0.9095 -1.8772
H 2.4452 0.0162 2.8131
C 4.0219 -2.4195 4.6312
S 3.1354 -2.5830 3.0863
N 1.9227 -1.0086 2.8595
O 3.9543 -2.3163 1.9332
O 2.1828 -3.6713 3.2216
H 4.5954 -3.3599 4.6838
H 4.7198 -1.5767 4.5991
H 3.3712 -2.3826 5.5156
H 1.4087 -1.0184 3.7930
*
```

Summary:
frontier orbital gap: 5.09 eV
SMILES: CS(=O)(=O)[NH2+]c1c(N([O-])[O-])cc([N+](=O)[O-])c2nonc12

Below is a cluster of 3 separate species, C23H47BrFN4O12P2 in total at a distorted geometry, with properties calculated with ωB97M-V with the def2-TZVPD basis set.

The geometry in ORCA input format:
```
! RIJCOSX wB97M-V def2-TZVPD def2/J DEFGRID3
* xyz 1 1
C 2.7615 0.9999 -0.6610
C 1.3772 0.7534 -0.0690
O 0.7907 2.0458 0.1693
C 0.4200 -0.0657 -0.9447
N 0.4442 0.2621 -2.3629
C 1.2434 -0.1602 -3.3464
N 2.2627 -1.0201 -3.3075
F 2.6250 -1.6342 -2.1621
N 0.8955 0.3782 -4.5310
C -0.1560 1.1307 -4.2318
C -0.7882 1.8273 -5.3971
C -0.1049 3.1800 -5.5464
O 0.8791 3.4818 -4.9771
Br -0.9027 4.4479 -6.7654
N -0.4784 1.1178 -2.9415
C -1.5828 1.7830 -2.2407
C -1.9039 3.1873 -2.7212
C -3.0170 3.7498 -1.8007
C -4.3243 3.0432 -2.1456
O -5.0148 3.3825 -3.0516
O -4.7043 1.9766 -1.3542
H 2.7177 1.3533 -1.6938
H 3.2589 1.7749 -0.0813
H 3.3926 0.1172 -0.5690
H 1.5271 0.2854 0.9018
H 0.8066 2.4922 -0.6865
H -0.5793 0.0266 -0.5275
H 0.6679 -1.1208 -0.8319
H 2.7551 -1.2465 -4.1582
H -0.5341 1.2620 -6.2919
H -1.8637 1.9512 -5.3134
H -2.4485 1.1220 -2.2711
H -1.3250 1.8615 -1.1847
H -1.0529 3.8612 -2.6290
H -2.3277 3.2282 -3.7215
H -3.2020 4.8004 -1.9971
H -2.8218 3.5196 -0.7539
H -4.5389 1.1427 -1.8129
O -4.4291 -2.1160 -2.3860
P -4.0748 -3.5530 -2.3022
O -2.8797 -3.6553 -1.1900
C -2.8556 -2.8156 -0.0384
C -3.5509 -3.4407 1.1540
O -3.2608 -3.8124 -3.6857
C -3.1966 -2.8035 -4.6827
C -2.0032 -1.9077 -4.4439
O -4.5052 -5.0875 -2.3034
C -4.9504 -5.7736 -1.1260
C -6.3030 -5.2901 -0.6442
H -3.2876 -1.8348 -0.2507
H -1.8015 -2.6568 0.2052
H -4.6071 -3.6159 0.9421
H -3.4839 -2.7842 2.0220
H -3.0969 -4.3971 1.4142
H -4.1188 -2.2259 -4.7192
H -3.1001 -3.3055 -5.6458
H -1.9870 -1.5151 -3.4231
H -2.0125 -1.0690 -5.1458
H -1.0741 -2.4652 -4.5820
H -4.1914 -5.7187 -0.3454
H -5.0226 -6.8242 -1.4048
H -6.3164 -4.2029 -0.5180
H -6.5579 -5.7575 0.3063
H -7.0778 -5.5397 -1.3687
O 2.9650 0.8300 6.2115
P 3.9126 0.9578 5.0864
O 4.7770 2.3108 5.3478
C 5.1462 2.7208 6.6664
C 6.5009 2.1831 7.0821
O 2.9578 1.4136 3.8499
C 1.5403 1.4605 3.9902
C 1.0784 2.8250 4.4561
O 4.8989 0.2691 4.0218
C 6.2645 -0.0307 4.3263
C 6.4076 -1.1461 5.3426
H 4.3887 2.4372 7.3979
H 5.1812 3.8108 6.6504
H 6.4990 1.0913 7.1045
H 6.7624 2.5417 8.0776
H 7.2798 2.5037 6.3888
H 1.1855 0.6736 4.6549
H 1.1209 1.2555 3.0012
H 1.5990 3.1379 5.3602
H 0.0050 2.8234 4.6509
H 1.2900 3.5742 3.6912
H 6.7920 0.8730 4.6320
H 6.7181 -0.3429 3.3854
H 5.8198 -0.9432 6.2423
H 7.4521 -1.2717 5.6262
H 6.0480 -2.0885 4.9285
*
```

Summary:
frontier orbital gap: 9.35 eV

Below is a cluster of 2 separate species, CH4FOPS in total at a distorted geometry, with properties calculated with ωB97M-V with the def2-TZVPD basis set.

The geometry in ORCA input format:
```
! RIJCOSX wB97M-V def2-TZVPD def2/J DEFGRID3
* xyz 0 1
C -0.4202 0.7493 0.0736
O -0.5667 -2.0343 0.1417
F 1.7660 -3.4688 -0.9070
P -1.3660 -0.8181 0.2215
S -3.2722 -0.7583 0.3298
H -0.1236 0.7738 -1.0144
H -0.8167 1.6343 0.6120
H 0.5790 0.6704 0.5073
H 0.9851 -2.9380 -0.5531
*
```

Summary:
frontier orbital gap: 9.59 eV
energy above the lowest of the compared OMol25 structures with the same formula, charge and spin: 36.0 kcal per mole
SMILES: CP(=O)=S.F

Below is a cluster of 6 separate species, C30H60F6N9O2P in total at a distorted geometry, with properties calculated with ωB97M-V with the def2-TZVPD basis set.

The geometry in ORCA input format:
```
! RIJCOSX wB97M-V def2-TZVPD def2/J DEFGRID3
* xyz 4 1
P 0.6395 -0.8961 -0.6342
F 1.5081 -2.2505 -0.6085
F 2.0788 -0.1319 -0.9062
F 0.2615 -1.0797 -2.1671
F -0.3223 0.4134 -0.5881
F -0.7686 -1.7227 -0.5304
F 0.7051 -0.6608 0.9939
C 1.1431 0.9438 -4.5948
C 0.5127 0.6447 -5.9420
N 0.1581 1.8663 -6.5988
C 0.9856 2.8070 -7.1808
C 0.2618 4.0064 -7.3698
N -1.0508 3.6976 -7.0575
C -1.0917 2.4054 -6.6756
C -2.2277 4.5399 -7.0970
H 0.5567 1.6735 -4.0363
H 2.1186 1.4240 -4.6705
H 1.3174 -0.0160 -4.1085
H -0.2990 -0.0787 -5.8648
H 1.2491 0.1555 -6.5797
H 2.0336 2.6125 -7.3547
H 0.5851 4.9405 -7.8049
H -2.0357 1.9210 -6.4741
H -1.9155 5.5826 -7.1550
H -2.8026 4.3938 -6.1825
H -2.8489 4.2182 -7.9329
C -2.2965 -0.7600 3.2623
C -1.1397 -1.5812 3.7727
N -1.2175 -2.9749 3.4347
C -0.9473 -3.4590 2.2203
C -1.2246 -4.8777 2.1854
N -1.7019 -5.1715 3.4747
C -1.6177 -4.0056 4.2152
C -2.2239 -6.4204 3.9469
H -2.4366 -0.8935 2.1896
H -2.2252 0.3271 3.2263
H -3.1884 -0.9293 3.8656
H -1.1391 -1.4801 4.8580
H -0.1588 -1.1616 3.5495
H -0.4908 -2.8346 1.4666
H -1.0362 -5.5403 1.3536
H -1.8482 -3.8336 5.2562
H -2.0640 -6.7063 4.9865
H -1.8831 -7.1681 3.2307
H -3.2948 -6.2451 3.8442
C 2.6589 5.4140 -3.2750
C 1.3148 4.9080 -2.7053
N 1.3488 4.6518 -1.2648
C 1.2217 5.5472 -0.2092
C 1.2937 4.9000 1.0632
N 1.5595 3.5264 0.7356
C 1.3180 3.4169 -0.6483
C 1.6311 2.4942 1.7216
H 2.3323 6.1558 -4.0038
H 3.2243 4.7052 -3.8800
H 3.3565 5.8284 -2.5472
H 1.1257 3.8819 -3.0210
H 0.4258 5.4463 -3.0340
H 1.0557 6.5985 -0.3922
H 1.2965 5.3547 2.0428
H 1.5100 2.4868 -1.1627
H 1.0833 2.7796 2.6197
H 2.6805 2.3085 1.9504
H 1.1290 1.6291 1.2885
C -5.9450 1.1803 -2.3077
C -4.8584 0.8645 -1.2173
N -4.4159 -0.4784 -1.3191
C -3.5066 -0.9248 -2.2337
C -3.3502 -2.2847 -2.0505
N -4.1643 -2.6264 -0.9599
C -4.8771 -1.4625 -0.5649
C -4.1797 -3.8598 -0.3626
H -5.9655 2.2314 -2.5955
H -6.8898 0.8609 -1.8677
H -5.7469 0.6098 -3.2151
H -5.2429 0.9483 -0.2008
H -4.0265 1.5667 -1.1643
H -2.9759 -0.2893 -2.9271
H -2.5852 -2.8673 -2.5421
H -5.7197 -1.4629 0.1107
H -3.7284 -3.7162 0.6191
H -3.5040 -4.5514 -0.8658
H -5.1702 -4.3146 -0.3467
C 2.1060 0.9394 6.3574
O 1.9818 -0.4315 6.0344
C 2.5093 -0.7115 4.7649
C 2.2310 -2.1343 4.2566
N 3.2247 -3.1011 4.8996
H 3.4009 -2.9783 5.8865
H 2.9424 -4.0617 4.7664
C 4.7069 -2.7653 4.4633
C 4.9642 -2.7109 2.9499
O 4.3773 -1.4484 2.5254
C 4.4210 -1.1832 1.0970
H 1.4228 1.5349 5.7518
H 3.1347 1.2850 6.4594
H 1.7741 1.0426 7.3905
H 3.4990 -0.3166 4.5354
H 1.8525 -0.2128 4.0521
H 2.0734 -2.1997 3.1800
H 1.3467 -2.5429 4.7456
H 5.2146 -3.6582 4.8280
H 5.1304 -1.9656 5.0710
H 4.7179 -3.6382 2.4325
H 6.0495 -2.6138 2.9744
H 3.9084 -1.9308 0.4917
H 5.4724 -1.1891 0.8093
H 4.2066 -0.1591 0.7915
*
```

Summary:
frontier orbital gap: 9.93 eV

Below is a cluster of 4 separate species, C6H16NO4 in total at a distorted geometry, with properties calculated with ωB97M-V with the def2-TZVPD basis set.

The geometry in ORCA input format:
```
! RIJCOSX wB97M-V def2-TZVPD def2/J DEFGRID3
* xyz -1 1
C -1.7628 -0.1966 -1.0597
O -2.5069 -0.2006 0.1665
C -1.2462 -1.5579 -1.4518
C 0.1580 -1.5889 -2.0853
C 1.2892 -1.1513 -1.1694
C 1.4961 0.1127 -0.7890
N 2.3444 0.3755 0.2896
C 3.5312 0.0032 0.3984
H -1.0277 0.6032 -1.0784
H -2.4920 0.3175 -1.7182
H -1.9560 -2.0432 -2.1316
H -1.2409 -2.1514 -0.5312
H 0.3432 -2.6573 -2.2616
H 0.1866 -1.1080 -3.0671
H 1.6640 -1.9681 -0.5576
H 0.9317 0.9931 -1.0717
H 4.0533 -0.6254 -0.3380
H 4.1283 0.3654 1.2356
H -1.7500 2.8585 -0.5376
H -0.8049 2.3586 0.6586
O -0.8614 3.0858 -0.2200
H -0.1853 1.1655 1.7703
H -1.9528 0.3755 0.7993
O -1.0916 1.4250 1.5720
H -0.2652 -0.0310 3.5313
H -0.6972 -1.3986 3.1339
O 0.1084 -0.8966 3.2963
*
```

Summary:
frontier orbital gap: 8.12 eV
energy above the lowest of the compared OMol25 structures with the same formula, charge and spin: 4.2 kcal per mole

Below is a structure of composition C35H23AsCl2N3O11S2Tl at a distorted geometry, with properties calculated with ωB97M-V with the def2-TZVPD basis set.

The geometry in ORCA input format:
```
! RIJCOSX wB97M-V def2-TZVPD def2/J DEFGRID3
* xyz -2 1
Tl 0.1947 -1.3014 -0.1608
O -1.8350 -5.0146 -1.7275
C -1.1831 -4.0762 -1.2616
N -1.5784 -2.8189 -0.9035
C -2.8810 -2.5244 -1.3041
O -3.4889 -2.8575 -2.2879
C -3.6215 -1.5718 -0.4108
C -3.8555 -0.3325 -0.8653
C -4.6207 0.4997 -0.0553
C -5.1393 -0.0329 1.1133
C -4.7497 -1.3087 1.5037
N -3.9824 -2.0867 0.7597
C 0.2753 -4.3589 -0.9917
C 0.6891 -5.6878 -0.9016
C 2.0221 -5.9207 -0.5494
C 2.8234 -4.8971 -0.2524
C 2.3671 -3.5791 -0.4736
N 1.1340 -3.3179 -0.8463
H -3.4172 -0.0444 -1.7853
H -4.7688 1.5307 -0.3580
H -5.7948 0.5394 1.7618
H -5.0305 -1.7017 2.5015
H 0.0177 -6.4813 -1.1839
H 2.4142 -6.9549 -0.6275
H 3.8729 -4.9589 -0.0474
H 3.0460 -2.8030 -0.3357
Cl -3.1238 -1.2734 6.7866
C -2.3105 -0.9899 5.2599
C -2.5630 0.2163 4.5880
C -2.1288 0.3428 3.2753
Cl -2.3387 1.8501 2.4481
C -1.5690 -0.7181 2.5374
O -1.4122 -0.6354 1.2751
C -1.2974 -1.9083 3.2949
C -0.7474 -3.1659 2.7362
O -0.5187 -3.4508 1.5890
C -1.6338 -2.0124 4.6384
H -3.1933 0.9834 5.0449
H -0.4866 -3.9658 3.4791
H -1.4425 -2.9146 5.1790
O 1.0855 1.1595 0.6316
As 1.9591 -0.5261 2.7281
O 1.4935 1.1723 2.0142
O 1.5257 -1.6029 1.4846
C 3.9268 -0.4108 2.4893
C 4.5627 -0.5950 3.7034
C 5.9215 -0.4618 3.8644
C 6.6830 -0.1308 2.7820
C 6.0766 -0.0644 1.5243
C 4.7134 -0.1657 1.3417
S 4.0700 0.1671 -0.3636
O 3.6832 1.5421 -0.1746
O 5.2300 0.0033 -1.2155
O 2.9537 -0.6960 -0.6123
H 1.9486 1.4074 0.2759
H 3.8985 -0.6938 4.5878
H 6.3099 -0.6410 4.8661
H 7.7196 0.1222 2.8146
H 6.6887 0.1188 0.6029
C -1.9373 8.3836 -5.2413
C -1.8578 6.8862 -4.7695
O -2.7270 6.3652 -4.1026
S -0.3668 6.1647 -5.3095
C -0.5151 4.6675 -4.3941
C -0.4605 4.6916 -3.0102
C -0.5526 3.5586 -2.2911
C -0.6230 2.2964 -2.9201
C -0.6177 2.2729 -4.2985
C -0.5066 3.4537 -5.0194
C -0.5592 1.1139 -2.1528
C -0.1487 0.0550 -1.7013
H -1.4661 8.9805 -4.4610
H -3.0236 8.6418 -5.4030
H -1.3196 8.5521 -6.1580
H -0.3862 5.6078 -2.4243
H -0.5274 3.5779 -1.2050
H -0.5556 1.3563 -4.8146
H -0.4429 3.3731 -6.1106
*
```

Summary:
frontier orbital gap: 6.41 eV
energy above the lowest of the compared OMol25 structures with the same formula, charge and spin: 100.6 kcal per mole

Below is a structure of composition C10H13BF8N4NaSSb at a distorted geometry, with properties calculated with ωB97M-V with the def2-TZVPD basis set.

The geometry in ORCA input format:
```
! RIJCOSX wB97M-V def2-TZVPD def2/J DEFGRID3
* xyz -1 2
Na 0.1394 2.5394 0.9637
C 2.3938 -3.2480 -3.1599
C 3.1977 -3.2402 -1.8623
N 3.4255 -1.8926 -1.3592
C 2.4936 -1.3181 -0.5209
S 3.0131 -0.1012 0.6323
N 1.2586 -1.6518 -0.5749
N 0.4581 -0.9429 0.3077
C -0.8572 -1.3188 0.3736
C -1.2236 -2.7321 0.0030
C -1.8762 -0.4170 0.7556
C -3.1876 -0.9009 1.0363
C -4.1980 -0.0235 1.3311
C -3.9316 1.3488 1.3508
C -2.6327 1.7461 1.0782
N -1.6303 0.9259 0.7929
H 2.2022 -4.2745 -3.4814
H 2.9344 -2.7247 -3.9497
H 1.4443 -2.7426 -2.9920
H 4.1725 -3.7037 -2.0234
H 2.6571 -3.8244 -1.1102
H 4.3688 -1.6730 -1.0933
H -0.3541 -3.2362 -0.4023
H -2.0222 -2.7589 -0.7422
H -1.5640 -3.2800 0.8882
H -3.3822 -1.9637 1.0288
H -5.1954 -0.3869 1.5483
H -4.7004 2.0773 1.5669
H -2.3856 2.8067 1.0690
F -0.3981 3.7895 -0.5168
Sb 0.2408 5.3827 0.3663
F 1.3628 4.1488 1.3253
F -1.0625 5.0916 1.7130
F 0.9248 6.8574 1.3112
F -0.9903 6.4260 -0.5989
F 1.5379 5.6098 -0.9717
F 0.8054 0.9881 1.8932
B 1.2602 -0.2719 1.4546
F 1.3013 -1.1105 2.5691
*
```

Summary:
frontier orbital gap (spin up / spin down): 5.79 / 7.53 eV
energy above the lowest of the compared OMol25 structures with the same formula, charge and spin: 15.5 kcal per mole
<S²>: 0.771

Below is the ion C6H8N with charge +1 at a distorted geometry, with properties calculated with ωB97M-V with the def2-TZVPD basis set.

The geometry in ORCA input format:
```
! RIJCOSX wB97M-V def2-TZVPD def2/J DEFGRID3
* xyz 1 1
C 0.7150 -0.6283 1.9203
C -1.1442 0.7197 -0.4937
C -0.7291 -0.4427 -1.3254
C 0.0469 1.3517 0.4321
C 0.2149 -1.3030 -0.9766
C 1.0507 -1.0009 0.3894
N 0.6517 0.2750 1.0479
H -1.5122 1.4114 -1.2323
H -2.0167 0.3719 -0.0047
H 0.6436 -1.1378 2.8097
H -1.0133 -0.5012 -2.3188
H 0.6047 1.9499 -0.1949
H -0.2813 2.0119 1.3007
H 0.6078 -1.9910 -1.7242
H 2.1615 -1.0867 0.3706
*
```

Summary:
frontier orbital gap: 8.86 eV
energy above the lowest of the compared OMol25 structures with the same formula, charge and spin: 131.9 kcal per mole
SMILES: C1=C[C@@H]2C=[N+]2CC1